DFT (wB97M-V/def2-TZVPD) results for C17H36GeN4O4RhS2Si3 as an isolated structure.

Structure (XYZ):
```
68
Properties=species:S:1:pos:R:3:mulliken_charge:R:1
Rh 0.827 1.235 -1.065 0.11
Ge -0.088 -0.679 1.873 0.16
S 2.433 -0.351 -0.520 -0.25
S 0.800 2.132 0.974 1.28
Si -2.957 0.389 0.748 1.25
Si 0.038 -2.598 0.330 0.67
Si 1.629 -1.159 3.794 0.71
O -1.332 0.090 0.773 -0.87
O 0.814 0.959 2.059 -0.11
O 2.134 2.719 0.954 -0.79
O -0.262 3.041 1.383 -0.72
N -0.209 2.702 -2.107 0.10
N 3.874 -1.588 -2.359 -0.36
N 2.506 -0.012 -3.249 -1.38
N 1.555 0.917 -2.963 0.84
C -3.472 0.433 -1.057 -1.11
C 1.072 1.670 -3.889 0.56
C 2.939 -0.620 -2.168 0.27
C -1.277 4.620 -3.770 -0.44
C 0.116 2.706 -3.423 0.69
C -0.491 -2.157 -1.426 -0.48
C 2.027 0.467 4.608 -1.15
C 1.564 -3.701 0.290 -0.98
C -1.030 3.628 -1.619 -0.35
C -0.415 3.657 -4.277 -0.67
C -1.586 4.611 -2.425 -0.97
C -3.408 1.993 1.608 -1.24
C 1.437 1.554 -5.331 -1.61
C -3.925 -0.970 1.602 -1.42
C 3.220 -1.985 3.277 -0.97
C -1.272 -3.716 1.119 -1.13
C 0.691 -2.269 4.987 -1.19
H 2.050 2.399 -5.652 0.33
H 2.397 1.186 3.882 0.31
H -3.870 -1.925 1.076 0.28
H -2.530 2.466 2.049 0.28
H -3.856 2.707 0.912 0.34
H -1.543 -2.404 -1.584 0.45
H 2.001 0.640 -5.488 0.40
H 0.538 1.538 -5.948 0.39
H 2.795 0.303 5.372 0.38
H -3.588 -1.123 2.631 0.34
H -2.242 5.350 -1.988 0.45
H -0.330 -1.916 5.127 0.33
H -1.434 -4.595 0.490 0.39
H -2.643 0.727 -1.707 0.14
H -2.235 -3.221 1.253 0.20
H 2.300 -3.350 -0.434 0.20
H -1.697 5.371 -4.427 0.42
H -0.152 3.645 -5.325 0.40
H 0.652 -3.304 4.639 0.32
H 0.111 -2.673 -2.176 0.40
H -4.979 -0.680 1.645 0.42
H 4.401 -1.529 -3.216 0.25
H 2.049 -3.789 1.262 0.19
H -0.943 -4.067 2.101 0.26
H 1.192 -2.265 5.961 0.39
H -4.137 1.806 2.399 0.43
H -0.376 -1.084 -1.591 -0.27
H 3.708 -2.252 4.219 0.39
H 1.143 0.899 5.078 0.30
H 3.105 -2.886 2.678 0.31
H 4.392 -1.872 -1.545 0.26
H 3.857 -1.290 2.730 0.25
H -4.285 1.148 -1.206 0.42
H 1.241 -4.704 -0.003 0.39
H -1.220 3.574 -0.552 0.52
H -3.824 -0.545 -1.391 0.31
```

- Energy above the lowest of the compared OMol25 structures with the same formula, charge and spin: 0.711 eV
- Charge: 0
- Spin multiplicity: 2
- E_HOMO (spin up / spin down): -7.34 / -7.33 eV
- Gap between HOMO and LUMO (spin up / spin down): 6.6 / 6.4 eV

DFT (wB97M-V/def2-TZVPD) results for a 3-piece molecular cluster, C17H36O12S3 overall.

Structure (XYZ):
```
68
Properties=species:S:1:pos:R:3:mulliken_charge:R:1
S -1.493 -1.041 2.448 1.15
S 3.704 -3.442 0.817 1.08
S -3.631 -2.145 -4.237 1.21
O 5.009 -3.941 1.190 -0.60
O -2.275 -1.987 -3.346 -0.27
O -2.189 4.220 1.498 -0.24
O -2.981 -1.410 2.234 -0.57
O 3.456 -2.034 0.587 -0.52
O -0.907 -2.316 3.109 -0.61
O -1.084 0.387 3.304 -0.45
O -4.143 -3.487 -4.069 -0.61
O -0.876 -0.518 0.934 -0.25
O -4.461 -0.975 -4.042 -0.63
O -3.615 5.276 -0.277 -0.55
O 3.165 -4.292 -0.465 -0.26
C -3.246 3.352 2.040 -0.47
C -1.179 1.536 2.343 0.18
C 2.661 3.105 1.011 -0.81
C 2.517 -4.040 1.993 -0.89
C 1.177 0.777 0.938 -0.66
C -2.585 4.520 0.111 0.45
C -1.681 3.824 -1.093 -0.13
C 1.928 1.969 0.069 -0.47
C -2.862 -2.033 -5.833 -0.92
C 3.630 -3.939 -1.760 -0.25
C -2.752 -2.985 -1.186 -1.02
C 1.718 3.665 2.246 0.61
C 2.325 5.019 2.982 -1.02
C -2.796 1.804 2.333 -0.66
C -2.399 -1.726 -1.956 -0.05
C -0.455 0.920 1.008 1.06
C 5.032 -4.464 -2.008 -1.03
H 3.618 2.593 1.505 0.29
H 0.608 3.897 1.920 -0.31
H -3.244 1.503 3.397 0.34
H 1.425 5.746 3.169 0.29
H 2.862 4.787 4.012 0.24
H -3.761 -3.327 -1.434 0.37
H -3.613 3.836 3.066 0.25
H -3.129 -0.931 -1.772 0.29
H -3.632 -2.191 -6.590 0.37
H -1.050 1.387 0.114 -0.30
H -2.098 -2.809 -5.912 0.31
H -4.218 3.304 1.359 0.32
H -0.697 2.433 2.921 0.16
H -2.712 -2.803 -0.108 0.27
H -3.355 1.116 1.539 0.25
H 3.090 5.607 2.288 0.27
H 5.760 -3.955 -1.369 0.30
H -1.427 -1.358 -1.612 0.03
H 5.092 -5.533 -1.779 0.27
H 1.521 -3.715 1.688 0.24
H 1.709 0.697 1.989 0.28
H 3.090 3.995 0.344 0.31
H 1.234 2.441 -0.770 0.22
H 1.398 -0.234 0.346 0.14
H 2.808 1.431 -0.529 0.30
H 2.767 -3.618 2.969 0.37
H 1.724 2.816 3.071 0.16
H 2.945 -4.398 -2.481 0.29
H 3.580 -2.856 -1.911 0.26
H -0.647 3.539 -0.582 -0.14
H 2.576 -5.129 2.033 0.35
H -1.564 4.493 -2.046 0.36
H 5.326 -4.306 -3.049 0.39
H -2.423 -1.041 -5.946 0.31
H -2.064 -3.799 -1.436 0.29
H -2.211 2.781 -1.328 0.07
```

- Energy above the lowest of the compared OMol25 structures with the same formula, charge and spin: 7.727 eV
- SMILES: CCCCC[C@H]1OS(=O)(=O)O[C@@H]1CCOC(C)=O.CCOS(C)(=O)=O.CCOS(C)(=O)=O
- Charge: 0
- E_HOMO: -10.83 eV
- Gap between HOMO and LUMO: 10.9 eV

DFT (wB97M-V/def2-TZVPD) results for a 5-piece molecular cluster, C17H37ClO7S4 overall.

Structure (XYZ):
```
66
Properties=species:S:1:pos:R:3:mulliken_charge:R:1
Cl -2.589 5.462 0.197 -0.21
S -2.417 0.441 -2.587 0.36
S 4.215 -7.889 0.963 0.49
S -0.680 3.179 -7.118 0.42
S 0.599 -4.152 1.637 0.43
O 0.030 1.800 2.466 -0.36
O 0.712 0.922 4.489 -0.52
O -0.564 5.193 4.801 -0.48
O 3.004 -7.136 0.518 -0.56
O -0.076 -2.819 1.616 -0.54
O -2.935 0.431 -1.184 -0.48
O -1.072 2.293 -5.980 -0.59
C 2.378 -3.858 1.699 -0.86
C 0.951 2.647 -7.681 -0.95
C 0.547 1.927 3.771 0.49
C 5.617 -6.754 0.888 -0.96
C 4.742 -8.927 -0.417 -0.96
C -0.188 4.067 5.187 0.03
C -0.132 4.749 -6.417 -0.93
C -2.878 -0.407 1.470 -0.87
C -1.437 1.584 2.502 0.53
C -1.497 1.975 -2.813 -0.54
C -3.791 0.890 -3.668 -0.98
C -2.104 2.719 1.548 -0.43
C 0.462 -4.801 3.316 -0.95
C -1.673 0.104 1.978 -0.46
C 0.996 3.350 4.380 -0.48
C -2.843 3.750 2.525 -0.36
C -2.984 5.247 1.969 -0.52
H -4.522 0.081 -3.652 0.33
H 3.986 -9.695 -0.580 0.31
H -2.111 2.826 -2.511 0.24
H -0.993 5.245 -5.968 0.31
H 2.615 -3.176 2.518 0.37
H 5.479 -5.985 1.648 0.31
H -1.208 2.073 -3.861 0.16
H -3.646 0.282 0.984 0.20
H 0.856 1.656 -8.125 0.31
H 1.399 4.062 3.584 0.29
H 2.898 -4.807 1.836 0.20
H 0.819 -4.060 4.033 0.29
H -3.422 1.026 -4.687 0.37
H -2.414 5.950 2.668 0.28
H -4.089 5.541 2.089 0.29
H 1.322 3.346 -8.431 0.38
H -0.710 3.607 6.095 0.36
H -2.914 2.247 0.888 0.23
H 2.687 -3.410 0.753 0.32
H -0.587 -5.022 3.516 0.31
H -3.894 3.333 2.707 0.30
H 4.845 -8.322 -1.319 0.31
H 1.639 2.601 -6.835 0.31
H 0.625 4.571 -5.652 0.30
H 1.047 -5.719 3.400 0.37
H 5.694 -9.402 -0.172 0.38
H -3.099 -1.522 1.494 0.22
H 0.275 5.379 -7.210 0.38
H -0.774 -0.619 2.072 0.32
H -1.818 1.675 3.580 0.44
H -1.243 3.153 0.953 0.38
H 5.664 -6.286 -0.097 0.30
H -4.259 1.810 -3.313 0.30
H -0.602 1.936 -2.191 0.31
H 6.539 -7.301 1.089 0.40
H -2.340 3.789 3.549 0.04
H 1.861 3.150 5.096 0.35
```

- Charge: 0
- E_HOMO: -7.86 eV
- Gap between HOMO and LUMO: 8.4 eV

DFT (wB97M-V/def2-TZVPD) results for C17H38AlN4O12P4 as an isolated structure.

Structure (XYZ):
```
76
Properties=species:S:1:pos:R:3:mulliken_charge:R:1
P -2.022 -2.029 0.694 0.88
P 2.750 1.132 -0.686 0.10
P 0.796 1.021 -2.989 -0.33
P -1.504 0.427 2.632 0.60
Al -0.170 0.354 -0.148 -0.14
O 3.919 0.208 -1.150 -0.06
O -1.231 -1.089 -0.205 0.11
O 1.606 0.273 -4.095 -0.19
O -2.689 1.327 1.982 -0.63
O -1.042 -3.268 0.917 -0.57
O -1.319 0.715 4.053 -0.83
O -0.332 0.470 1.668 0.23
O 3.337 2.183 0.269 -0.46
O 1.668 0.354 0.006 0.09
O -3.383 -2.444 0.292 -0.94
O 0.101 0.085 -2.047 -0.81
O -0.238 1.993 -3.623 -0.24
N -2.814 5.484 1.140 -0.53
N -1.757 4.276 -0.762 -0.59
N -3.759 -1.119 2.494 -0.11
N -0.755 2.082 -0.478 -0.26
C -2.251 -1.253 2.383 0.49
C -2.327 4.905 0.270 0.36
C 4.037 -2.090 -0.411 -1.53
C 0.836 3.500 -5.226 -1.39
C 2.055 1.980 -2.125 -0.21
C 0.694 -2.021 -4.246 -1.14
C -1.266 3.135 -0.560 1.09
C 0.087 -0.255 -5.948 -1.28
C 4.465 -1.420 -2.822 -1.48
C 5.521 2.783 -0.709 -1.21
C 1.143 -0.797 -5.013 0.59
C -0.074 3.401 -4.023 1.03
C 3.661 -1.192 -1.565 1.45
C 3.682 4.499 -0.395 -1.24
C -1.762 -2.175 3.496 -1.85
C 4.352 3.248 0.126 0.49
C -1.468 3.920 -4.276 -1.48
H 2.593 -1.273 -1.774 -0.32
H 2.849 2.293 -2.805 0.84
H 3.431 4.411 -1.454 0.19
H 3.441 -1.857 0.470 0.34
H 5.530 -1.294 -2.626 0.40
H -1.415 4.972 -4.556 0.40
H 5.951 1.865 -0.314 0.29
H -0.234 -1.843 -3.706 0.27
H 4.369 5.339 -0.292 0.47
H 0.387 3.001 -6.084 0.30
H 1.455 -2.348 -3.539 0.17
H 4.304 -2.439 -3.177 0.41
H 2.059 -1.014 -5.561 0.22
H 1.563 2.873 -1.731 0.36
H -0.161 -1.021 -6.684 0.52
H 4.658 3.392 1.160 0.35
H -4.153 -1.735 1.748 0.41
H -4.091 -1.385 3.420 0.36
H 5.236 2.622 -1.750 0.25
H 5.094 -1.977 -0.169 0.33
H -2.212 -3.165 3.412 0.47
H -1.933 3.369 -5.093 0.35
H 0.978 4.550 -5.483 0.45
H 0.531 -2.829 -4.960 0.52
H -2.081 3.837 -3.382 0.34
H 1.818 3.064 -5.037 0.29
H 3.857 -3.131 -0.683 0.42
H 4.162 -0.728 -3.607 0.26
H -4.028 -0.149 2.298 0.31
H 2.783 4.727 0.176 0.37
H 6.288 3.558 -0.692 0.50
H -0.682 -2.293 3.434 0.35
H -0.826 0.000 -5.408 0.26
H -1.499 -4.116 0.867 0.34
H -2.827 2.157 2.457 0.29
H 0.449 0.622 -6.480 0.25
H -1.989 -1.730 4.465 0.54
H 0.362 3.914 -3.161 0.11
```

- Charge: +1
- E_HOMO: -11.60 eV
- Gap between HOMO and LUMO: 9.7 eV

no.,calculated total energy (eV)
1,-137195.2457
2,-75279.2669
3,-88418.0570
4,-92540.4621